A | 2 unconnected molecules or ions with the total composition CH2O2S3, computed with ωB97M-V/def2-TZVPD.

Each line ends with the Löwdin charge.
Element x y z (Å)
C: 0.4703 -0.4214 0.8041  -1.12
O: -2.4863 1.8226 -1.0218  -0.47
O: -4.6774 1.2404 -0.1285  -0.42
S: -0.7899 -0.3545 1.7825  0.60
S: 0.5897 0.2173 -0.8683  0.67
S: -3.4000 1.8983 0.0690  0.87
H: 1.5289 -0.6599 1.0471  0.01
H: -0.6697 0.7487 -1.2604  -0.12

Summary:
Net charge: 0

=====

B | 2 unconnected molecules or ions with the total composition CH2O2S3, computed with ωB97M-V/def2-TZVPD.

Each line ends with the Löwdin charge.
Element x y z (Å)
C: -0.3386 -0.3951 0.2645  -1.15
O: 0.6621 1.5899 -1.3571  -0.36
O: 0.9059 -0.7210 -2.1399  -0.31
S: 1.4168 -0.4102 0.8638  0.64
S: -1.2272 0.9734 0.9612  0.67
S: 0.6976 0.1371 -1.0476  0.39
H: -1.4294 -1.7948 0.3258  0.25
H: -0.6871 0.6207 2.1293  -0.13

Summary:
Net charge: 0

=====

Stability check: which of them is least stable? B.

=====

A | A single C7H13N molecule, computed with ωB97M-V/def2-TZVPD.

Each line ends with the Löwdin charge.
Element x y z (Å)
C: -1.3710 1.2792 0.2209  -0.15
C: -0.1016 1.7762 -0.0748  -0.11
C: 1.4464 1.1835 -0.3082  -0.21
N: 2.1870 0.0421 0.4877  -0.11
C: 1.6164 -1.2661 0.0030  -0.26
C: 0.1641 -0.8938 -0.2202  -0.29
C: -1.2460 -1.4779 -0.1803  -0.17
C: -1.9965 -0.1775 0.2602  -0.20
H: -2.1318 2.1679 -0.1142  0.14
H: -0.0176 2.9131 -0.0394  0.09
H: 2.2102 2.0111 -0.1358  0.09
H: 1.5278 0.9354 -1.5009  0.15
H: 1.8441 -0.0181 1.5941  0.17
H: 1.6175 -2.0840 0.7982  0.13
H: 2.0897 -1.6830 -0.9217  0.11
H: 0.1808 -0.3713 0.7255  0.07
H: 0.0658 -0.2646 -1.1336  0.10
H: -1.4806 -2.1679 0.5640  0.08
H: -1.6672 -1.6618 -1.2004  0.12
H: -2.0286 0.0128 1.4867  0.17
H: -2.9088 -0.2552 -0.3109  0.08

Summary:
Net charge: 0
SMILES: C1=C\CNCCCC/1

=====

B | A single C7H13N molecule, computed with ωB97M-V/def2-TZVPD.

Each line ends with the Löwdin charge.
Element x y z (Å)
C: 3.1933 -2.2009 -2.2853  0.00
C: 2.3183 -1.2465 -2.0346  -0.18
C: 1.0009 -1.4742 -1.3530  -0.21
N: 0.7951 -0.4557 -0.3088  -0.06
C: -0.4679 -0.1264 0.1290  -0.19
C: -0.8265 0.9107 0.8846  -0.14
C: -2.2454 1.1592 1.3789  -0.28
C: -2.3380 2.3542 2.3391  -0.11
H: 2.9961 -3.2384 -2.0413  0.06
H: 4.1817 -2.0315 -2.6968  0.05
H: 2.4788 -0.1750 -2.1055  0.10
H: 0.8581 -2.3960 -0.8017  0.12
H: 0.2586 -1.2811 -2.1021  0.11
H: 1.5926 -0.0878 0.1710  0.12
H: -1.2495 -0.7702 -0.2735  0.12
H: -0.0874 1.6275 1.2352  0.09
H: -2.8097 1.3633 0.4612  0.10
H: -2.6724 0.2352 1.7567  0.10
H: -1.5901 3.0738 2.0105  0.06
H: -2.0430 1.9980 3.3253  0.07
H: -3.3438 2.7618 2.3112  0.06

Summary:
Net charge: 0
SMILES: C=CCN/C=C/CC

=====

C | A single C7H13N molecule, computed with ωB97M-V/def2-TZVPD.

Each line ends with the Löwdin charge.
Element x y z (Å)
C: -0.5426 -2.1294 0.1649  0.02
C: -0.5181 -0.8442 -0.1801  -0.34
C: -1.4597 -0.2848 -1.2083  -0.07
C: -0.1036 0.3079 1.0519  -0.35
N: -1.2205 0.5457 1.9100  0.05
C: 0.4487 1.4959 0.3833  -0.12
C: 1.5190 1.4270 -0.4308  -0.18
C: 2.1288 0.1436 -0.7799  -0.10
H: 0.1328 -2.5280 0.9091  0.06
H: -1.1478 -2.8557 -0.3607  0.06
H: -2.2643 0.2845 -0.7408  0.08
H: -0.9262 0.4051 -1.8637  0.08
H: -1.9290 -1.0749 -1.7924  0.08
H: 0.6594 -0.2554 1.5913  0.13
H: -1.9217 1.1446 1.4979  0.08
H: -1.0542 0.2882 2.8728  0.08
H: -0.1469 2.4008 0.4187  0.10
H: 1.7455 2.2744 -1.0671  0.09
H: 1.1609 -0.5938 -0.8869  0.10
H: 2.5696 -0.3572 0.0821  0.08
H: 2.8697 0.2057 -1.5714  0.07

Summary:
Net charge: 0
SMILES: C=C(C)[C@H](N)/C=C\C

=====

D | A single C7H13N molecule, computed with ωB97M-V/def2-TZVPD.

Each line ends with the Löwdin charge.
Element x y z (Å)
C: 1.5367 1.6365 -2.2612  -0.10
C: 0.4507 1.2465 -1.2941  -0.18
C: 0.0215 1.9061 -0.2321  -0.11
C: -1.1338 1.4454 0.6374  -0.23
N: -1.3865 0.0316 0.6884  -0.05
C: -0.3283 -0.8510 0.9480  -0.20
C: -0.2359 -2.1016 0.4950  -0.17
C: 0.6015 -3.1438 1.1930  -0.12
H: 1.3284 1.2198 -3.2399  0.06
H: 2.4810 1.2455 -1.8728  0.08
H: 1.6599 2.7144 -2.3544  0.07
H: -0.0174 0.2937 -1.5366  0.10
H: 0.3922 2.9110 -0.0470  0.10
H: -2.0109 1.9632 0.2324  0.12
H: -1.0312 1.8278 1.6573  0.11
H: -1.9690 -0.3955 -0.0185  0.12
H: 0.2961 -0.5383 1.7899  0.13
H: -0.8263 -2.3892 -0.3689  0.09
H: 0.0184 -3.6574 1.9539  0.07
H: 1.4591 -2.6553 1.6499  0.07
H: 0.9291 -3.9129 0.4947  0.06

Summary:
Net charge: 0
SMILES: C/C=C/CN/C=C/C

=====

Stability check: which of them is least stable? A.

=====

A | A single C7H13N molecule, computed with ωB97M-V/def2-TZVPD.

Each line ends with the Löwdin charge.
Element x y z (Å)
C: 2.4687 -1.1258 -1.2870  -0.04
C: 1.1214 -0.7728 -1.3250  -0.14
C: 0.3486 0.1069 -0.3880  -0.27
C: 0.9954 0.7775 0.6753  -0.13
N: 2.2671 0.8068 1.2522  0.05
C: -1.0939 0.4147 -0.4728  -0.23
C: -2.0646 -0.4900 0.3856  -0.22
C: -3.4130 0.1698 0.6786  -0.14
H: 2.9011 -1.1731 -0.2962  0.02
H: 2.8557 -1.6785 -2.2025  0.06
H: 0.4821 -1.3152 -2.0989  0.11
H: 0.2451 1.3543 1.2504  0.11
H: 2.4277 1.2286 2.1762  0.10
H: 3.1185 0.4929 0.7431  0.08
H: -1.1209 1.4759 -0.0174  0.12
H: -1.4604 0.6066 -1.4812  0.11
H: -2.1964 -1.2911 -0.3420  0.10
H: -1.6348 -0.8058 1.3841  0.13
H: -3.4542 0.9039 1.4356  0.04
H: -4.0406 0.5821 -0.0936  0.06
H: -4.1687 -0.5104 1.1773  0.08

Summary:
Net charge: 0
SMILES: C=C/C(=C\N)CCC

=====

B | A molecular structure, C7H13N, computed with ωB97M-V/def2-TZVPD.

Each line ends with the Löwdin charge.
Element x y z (Å)
C: -2.1710 -0.1118 -0.5790  -0.16
C: 2.7304 -0.9071 1.0694  -0.09
C: 0.0601 1.6869 -0.4471  -0.08
C: -2.8151 0.1197 0.7637  -0.16
C: 2.0766 -0.7449 -0.2722  -0.34
C: -0.2652 0.2574 -0.4928  -0.24
C: 0.1613 -0.9211 -0.3139  0.02
N: 2.7634 -0.5983 -1.3272  0.09
H: 2.1829 -0.4111 -2.1502  0.05
H: -0.0996 -1.9582 -0.2393  0.08
H: -2.3505 -1.1142 -0.9696  0.07
H: -2.4682 0.6092 -1.3411  0.07
H: 3.8066 -0.7069 1.0216  0.07
H: 2.2741 -0.2338 1.7999  0.07
H: 2.5837 -1.9316 1.4219  0.07
H: 0.9831 1.9682 -0.9628  0.08
H: 0.1689 2.0813 0.5681  0.09
H: -0.6551 2.3687 -0.9153  0.08
H: -2.5872 1.1166 1.1544  0.07
H: -3.9098 0.0412 0.7092  0.07
H: -2.4695 -0.6100 1.5024  0.07

Summary:
Net charge: 0

=====

Stability check: which of them is least stable? B.

=====

A | A single C7H13N molecule, computed with ωB97M-V/def2-TZVPD.

Each line ends with the Löwdin charge.
Element x y z (Å)
C: 1.1211 0.5919 -2.2914  -0.09
N: 0.0544 0.6630 -1.2613  -0.14
C: 0.6291 0.5810 0.1226  -0.36
C: 0.4198 0.9443 1.4709  -0.15
C: 0.2511 -0.7465 1.7855  -0.15
C: 0.0649 -1.5391 0.4466  -0.15
C: -0.4832 -0.3894 -0.5205  -0.41
C: -1.9481 0.0722 -0.4396  -0.08
H: 1.8693 1.6404 -1.9696  0.16
H: 0.7544 0.6738 -3.4550  0.11
H: 1.5827 -0.4194 -1.9112  0.09
H: 1.7124 0.2507 0.2468  0.15
H: 0.9200 1.7451 2.1313  0.12
H: -0.6992 1.4366 1.4200  0.12
H: 0.9746 -0.8779 2.8592  0.16
H: -0.8531 -0.8178 2.3017  0.12
H: 1.1008 -1.9158 0.0507  0.12
H: -0.4105 -2.5042 0.3862  0.09
H: -2.1005 1.2561 -0.1244  0.12
H: -2.3781 -0.6893 0.2327  0.05
H: -2.5820 0.0443 -1.4814  0.12

Summary:
Net charge: 0
SMILES: CN1[C@H]2CCC[C@@]21C

=====

B | A single C7H13N molecule, computed with ωB97M-V/def2-TZVPD.

Each line ends with the Löwdin charge.
Element x y z (Å)
C: 0.8080 -0.3557 2.6822  -0.10
C: 0.6265 1.0565 1.8649  -0.20
C: 0.9295 0.6195 0.5490  -0.14
C: -1.1366 -0.7692 0.0665  -0.07
C: 0.9356 -1.1791 -1.1407  -0.06
C: -0.4820 0.8871 -1.5125  -0.05
C: 0.1223 -0.1012 -0.4848  -0.64
N: 1.4168 -1.3765 2.6483  0.10
H: -0.3117 1.4403 2.1031  0.07
H: 1.5748 1.4319 2.4809  0.16
H: 2.0045 0.4890 0.3550  0.11
H: -0.9528 -1.6648 0.5707  0.06
H: -1.8411 -0.8111 -0.7421  0.06
H: -1.6169 -0.0848 0.8076  0.10
H: 0.2266 -1.7351 -1.8516  0.12
H: 1.6929 -0.7431 -1.7519  0.07
H: 1.3423 -1.6635 -0.2231  0.08
H: -1.5343 0.6095 -1.8395  0.09
H: 0.0639 0.9109 -2.4500  0.07
H: -0.4398 1.8593 -1.0719  0.07
H: 1.8307 -1.9683 1.9201  0.08

Summary:
Net charge: 0

=====

Stability check: which of them is least stable? A.